1.
The ion C3H7O2 with charge -1 at a distorted geometry. Source: the OMol25 dataset; level of theory: wB97M-V/def2-TZVPD.

Structure (XYZ):
```
12
Properties=species:S:1:pos:R:3:forces:R:3
C 0.169011 -0.110920 -0.567044 0.375 1.516 -0.416
C -0.505815 -0.730630 0.624505 0.039 0.472 -0.513
O -0.886637 -2.100301 0.478585 -0.650 -0.052 0.303
C 0.433601 1.457903 -0.328919 -0.169 -0.278 1.023
O 1.487720 1.985020 -0.930989 0.021 -0.183 -0.233
H -0.404744 -0.102845 -1.495724 -0.104 -0.683 0.025
H 1.176391 -0.495028 -0.744194 -0.064 -0.285 -0.019
H 0.172311 -0.563325 1.468479 -0.174 -0.289 0.223
H -1.441107 -0.205405 0.828416 0.026 0.040 0.104
H -0.101276 -2.626174 0.404684 0.635 -0.258 -0.169
H -0.549820 1.958776 -0.550380 -0.120 -0.076 -0.236
H 0.450365 1.532929 0.812581 0.185 0.077 -0.092
```
Positions in Å, forces in eV/Å.

As for the gap between HOMO and LUMO: 5.963 eV. The value obtained for the energy above the lowest of the compared OMol25 structures with the same formula, charge and spin is 233.4 kJ/mol. The multiplicity is 1. Its total charge is -1.

2.
A structure of composition C13H15AsF6N3 at a distorted geometry. Source: the OMol25 dataset; level of theory: wB97M-V/def2-TZVPD.

Structure (XYZ):
```
38
Properties=species:S:1:pos:R:3:forces:R:3
C 4.793397 -0.793316 0.301436 -0.883 0.181 0.071
C 4.051631 0.386098 -0.345611 0.898 -0.317 -0.071
N 4.112085 0.633577 -1.583269 -0.346 0.288 0.399
C 3.158089 1.286783 0.532959 0.291 -0.688 -0.133
N 1.833848 0.581523 0.636127 1.226 1.065 0.010
C 1.627473 -0.250162 1.670892 -0.791 -0.626 0.455
C 0.441097 -0.934467 1.766084 -0.446 -0.202 -0.579
C -0.531360 -0.758679 0.752803 0.642 -0.328 1.015
C -1.799318 -1.525859 0.843272 -0.764 -0.144 -0.096
C -1.815895 -2.864752 1.263054 0.382 -0.058 0.154
C -3.001584 -3.545755 1.377189 0.091 -0.272 0.027
N -4.152609 -2.939534 1.052630 0.209 -0.324 0.149
C -4.183817 -1.671137 0.627282 -1.008 0.459 -0.257
C -3.040174 -0.932007 0.526154 1.301 0.331 -0.103
C -0.260245 0.122501 -0.268354 -0.913 0.170 -0.979
C 0.947184 0.801173 -0.333333 -0.805 -0.331 -0.082
H 5.804107 -0.544836 0.647687 -0.313 0.136 -0.054
H 4.197218 -1.155149 1.154191 0.434 -0.070 -0.130
H 4.855891 -1.604775 -0.434919 0.089 0.200 0.251
H 4.716289 -0.038734 -2.059027 -0.082 0.100 -0.065
H 3.532456 1.372418 1.558803 0.030 0.113 -0.317
H 3.022567 2.272753 0.075016 -0.087 -0.357 0.108
H 2.372169 -0.405304 2.449764 0.119 0.490 -0.478
H 0.260144 -1.623117 2.589883 0.164 0.301 -0.114
H -0.919868 -3.430608 1.515155 -0.078 0.363 -0.130
H -3.040367 -4.580458 1.716275 -0.136 0.316 -0.134
H -5.011768 -3.475423 1.140024 -0.004 0.212 -0.090
H -5.159378 -1.257801 0.366701 0.279 -0.169 0.125
H -3.057661 0.108895 0.193899 -0.264 -0.266 0.018
H -1.004680 0.281149 -1.057002 0.379 0.237 0.159
H 1.155402 1.492436 -1.156327 0.108 -0.110 0.377
F -2.709993 2.146725 -1.758446 0.310 -0.078 0.087
As -1.992087 3.589456 -2.515278 -0.326 0.740 -0.440
F -1.835510 4.313335 -0.933608 0.087 -0.406 -0.194
F -3.572467 4.285239 -2.688497 0.306 -0.308 0.152
F -1.264803 4.985194 -3.241638 0.003 -0.426 0.239
F -2.138261 2.830632 -4.072358 0.133 -0.071 0.462
F -0.389202 2.841986 -2.309614 -0.234 -0.152 0.190
```
Positions in Å, forces in eV/Å.

As for the gap between HOMO and LUMO: 7.468 eV. The multiplicity is 1. Its total charge is +1.

3.
A structure of composition C58H36MnN12O3P2Se2. Source: the OMol25 dataset; level of theory: wB97M-V/def2-TZVPD.

Structure (XYZ):
```
114
Properties=species:S:1:pos:R:3:forces:R:3
Mn -0.154322 0.396893 0.391583 0.168 0.028 0.134
C -6.426069 2.015237 0.404845 0.020 0.010 -0.005
C -5.985428 3.116369 -0.336380 -0.006 -0.005 0.005
C -4.632779 3.383790 -0.488377 0.009 0.033 0.015
C -3.735851 2.516785 0.113426 -0.076 -0.100 0.017
C -2.269383 2.472933 0.123590 0.123 0.034 0.084
N -1.540756 3.417426 -0.381952 -0.121 -0.017 0.000
C -0.200799 3.325007 -0.397390 0.030 -0.049 -0.019
C 0.648719 4.393533 -0.826442 0.056 -0.009 -0.006
C 0.390258 5.705948 -1.233830 -0.003 -0.009 0.008
C 1.460150 6.493052 -1.596270 0.001 0.009 0.003
C 2.780880 5.993157 -1.560975 -0.002 0.010 -0.016
C 3.042790 4.701046 -1.163534 0.001 -0.011 0.005
C 1.961949 3.896748 -0.791379 -0.059 0.027 -0.018
C 1.870538 2.539847 -0.340712 0.003 -0.049 0.016
N 2.937881 1.742298 -0.213814 0.037 0.011 -0.033
C 2.845983 0.574803 0.352617 -0.091 0.004 0.023
N 1.751417 -0.004272 0.937876 -0.048 0.024 -0.165
C 2.167475 -1.123881 1.625129 0.010 -0.061 0.152
N 1.501764 -1.822919 2.485114 0.029 -0.058 -0.105
C 0.202378 -1.569987 2.731231 -0.051 -0.104 0.065
N -0.647964 -0.784221 2.002822 -0.055 0.095 -0.122
C -1.893118 -0.875250 2.558192 0.081 -0.038 0.006
N -3.026862 -0.263605 2.146248 -0.106 0.209 -0.052
C -2.978616 0.723351 1.318427 0.033 -0.147 0.187
N -1.858868 1.358157 0.814422 0.051 0.003 -0.133
C -4.174472 1.425950 0.850235 -0.009 0.064 -0.081
C -5.522608 1.157492 1.013483 0.020 0.010 0.051
C -1.844560 -1.721234 3.698178 0.033 0.017 -0.055
C -2.802373 -2.088153 4.655560 -0.026 -0.025 0.047
C -2.395305 -2.861575 5.716810 -0.102 0.016 -0.022
C -1.046340 -3.271432 5.850947 0.081 -0.047 -0.017
C -0.102413 -2.923075 4.915121 -0.027 -0.142 -0.006
C -0.507116 -2.149664 3.819703 0.024 0.086 -0.099
C 3.589553 -1.336197 1.368700 -0.009 0.034 -0.080
C 4.467202 -2.330842 1.771241 0.028 -0.026 0.021
C 5.782491 -2.236607 1.347562 -0.014 -0.010 0.011
C 6.211864 -1.166633 0.552334 0.013 0.006 0.002
C 5.332609 -0.169933 0.162098 0.004 0.018 -0.006
C 4.013145 -0.278518 0.575295 0.006 -0.029 0.019
N 0.561885 2.234523 -0.097429 0.074 0.176 0.050
H -7.489268 1.824307 0.487773 -0.011 -0.005 0.009
H -6.715076 3.763014 -0.808944 -0.010 -0.002 -0.003
H -4.281537 4.227129 -1.067891 0.025 -0.002 -0.008
H -0.625940 6.076799 -1.264946 -0.013 0.004 0.000
H 1.291817 7.513606 -1.919459 -0.001 0.007 -0.009
H 3.596519 6.640447 -1.861824 0.005 -0.001 0.007
H 4.049651 4.304919 -1.140351 0.013 -0.005 0.001
H -5.843362 0.298021 1.586954 0.017 0.009 -0.030
H -3.827838 -1.752120 4.557726 -0.012 0.003 -0.001
H -3.113781 -3.159670 6.472405 -0.004 0.012 0.013
H -0.756724 -3.864293 6.711365 -0.016 -0.010 -0.009
H 0.930701 -3.228623 5.010468 0.050 -0.030 -0.002
H 4.122444 -3.153101 2.384054 -0.026 -0.013 0.013
H 6.491437 -3.006317 1.627980 0.016 -0.001 0.002
H 7.247122 -1.126323 0.235102 0.002 0.005 -0.006
H 5.646508 0.663802 -0.452021 0.002 0.000 -0.011
Se -4.482986 -5.756421 -2.313597 -0.054 -0.001 0.021
P -4.465849 -4.385302 -0.706406 -0.041 -0.092 -0.106
C -4.586531 -5.211521 0.920171 0.005 -0.001 -0.047
C -5.100582 -6.500929 0.993135 0.060 -0.026 -0.004
C -5.281869 -7.110813 2.225558 -0.004 -0.010 0.008
C -4.950564 -6.433810 3.390305 -0.004 -0.012 0.003
C -4.433199 -5.147650 3.322351 0.017 0.026 0.034
C -4.252482 -4.534228 2.091302 -0.029 -0.002 0.012
C -5.991742 -3.366444 -0.666911 -0.008 -0.040 -0.011
C -6.914539 -3.481443 -1.694267 0.016 -0.020 0.013
C -8.117832 -2.787935 -1.636378 -0.032 0.034 0.009
C -8.404837 -1.983910 -0.546730 0.000 -0.011 -0.013
C -7.474101 -1.853593 0.477635 -0.022 -0.020 -0.001
C -6.272562 -2.534787 0.416158 0.008 0.041 -0.009
C -3.134065 -3.193888 -0.627297 -0.128 0.023 0.018
C -1.728634 -3.104221 -0.576879 0.162 0.049 -0.034
N -1.444299 -1.776124 -0.588276 -0.300 -0.238 -0.049
N -2.587528 -1.116746 -0.653887 0.180 0.045 0.030
N -3.609078 -1.929816 -0.668669 0.065 -0.006 -0.053
P -0.321987 -4.241778 -0.706555 -0.119 -0.104 -0.017
Se 1.393097 -3.387378 -1.554817 0.098 0.066 0.045
C -0.900293 -5.660613 -1.708826 -0.010 0.059 -0.004
C -1.233870 -6.896843 -1.169179 0.082 -0.037 0.063
C -1.581696 -7.952156 -2.000580 -0.021 -0.017 -0.027
C -1.615673 -7.774819 -3.373071 0.007 -0.005 0.020
C -1.288049 -6.539462 -3.917397 0.052 -0.003 -0.007
C -0.921301 -5.492301 -3.091656 -0.038 0.025 0.010
C 0.001089 -5.017995 0.911466 -0.044 0.110 0.038
C 1.302592 -5.346526 1.268644 0.007 -0.009 -0.029
C 1.540377 -6.048216 2.441415 0.046 0.022 0.020
C 0.486294 -6.414767 3.265393 0.011 0.048 0.080
C -0.812449 -6.065322 2.925802 -0.016 0.025 0.046
C -1.047406 -5.368236 1.752348 -0.020 0.064 -0.026
H -5.336957 -7.021364 0.072830 -0.001 0.013 -0.014
H -5.677214 -8.118093 2.274052 0.002 -0.011 0.003
H -5.083939 -6.912039 4.353148 -0.001 -0.002 0.014
H -4.149592 -4.621080 4.223459 0.031 0.034 0.027
H -3.821137 -3.539024 2.045186 0.024 0.000 0.008
H -6.684394 -4.119645 -2.537856 0.009 -0.022 0.011
H -8.829005 -2.879063 -2.447998 -0.009 -0.009 -0.009
H -9.346895 -1.451910 -0.494100 -0.007 0.025 -0.012
H -7.681891 -1.207447 1.321484 -0.009 -0.001 0.007
H -5.535145 -2.387466 1.192664 -0.028 0.004 0.029
H -1.209254 -7.054484 -0.098550 -0.016 0.013 -0.029
H -1.843966 -8.910200 -1.568696 0.001 -0.003 0.009
H -1.903817 -8.595553 -4.018688 0.006 -0.008 -0.018
H -1.310899 -6.393543 -4.989967 -0.016 0.009 -0.008
H -0.632705 -4.535652 -3.509315 -0.009 0.009 -0.015
H 2.114023 -5.043289 0.619224 0.023 0.019 -0.013
H 2.557301 -6.299418 2.718929 -0.001 0.003 -0.005
H 0.680359 -6.946659 4.189231 -0.004 -0.024 -0.002
H -1.642547 -6.319926 3.573182 -0.003 0.004 0.004
H -2.056604 -5.101824 1.480264 -0.016 0.018 0.011
O 0.210790 0.435564 -3.639949 -0.095 -0.186 -0.031
N 0.001057 0.411464 -2.435317 0.324 0.507 -0.076
O -0.996599 0.956920 -1.921006 -0.277 -0.225 -0.003
O 0.832484 -0.109717 -1.639312 -0.019 -0.115 0.226
```
Positions in Å, forces in eV/Å.

As for the gap between HOMO and LUMO (alpha / beta): 4.824 / 4.607 eV. The value obtained for the energy above the lowest of the compared OMol25 structures with the same formula, charge and spin is 0.3 kJ/mol. The multiplicity is 6. Its total charge is -2.

no.,DFT total energy (Eh)
1,-268.9511
2,-3503.4469
3,-9751.3967